[1]
ORCA calculation (ωB97M-V/def2-TZVPD) on a gas-phase ion, C4H10N3O (charge +1).

Atoms and positions in Å:
C1 0.93 -1.86 -1.11
C2 0.12 -0.62 -0.87
N1 0.76 0.53 -1.52
N2 0.82 1.58 -0.94
C3 0.12 1.49 0.46
O1 0.83 2.11 1.42
C4 -0.13 -0.08 0.64
N3 -1.55 -0.17 1.09
H1 1.52 -1.46 -1.90
H2 0.24 -2.58 -1.53
H3 1.61 -2.15 -0.25
H4 -0.81 -0.62 -1.48
H5 -0.90 2.01 0.35
H6 1.47 2.66 0.97
H7 0.56 -0.50 1.33
H8 -1.86 -1.10 0.99
H9 -2.10 0.51 0.42
H10 -1.63 0.26 1.94

Properties
Relative energy (zero: lowest compared OMol25 entry of this formula, charge and spin) (kJ/mol): 272.7
Structure (SMILES): C[C@@H]1N=N[C@H](O)[C@H]1[NH3+]
HOMO energy (eV): -13.391
E_tot (eV): -10818.5772
Net charge: +1

[2]
ORCA calculation (ωB97M-V/def2-TZVPD) on a molecular structure, C26H33B2FeN11S4.

Atoms and positions in Å:
Fe1 0.25 -0.53 -0.89
C1 2.83 -3.41 -1.26
N1 2.70 -3.18 0.17
C2 3.74 -3.10 1.07
C3 3.20 -2.79 2.26
N2 1.83 -2.67 2.10
B1 0.97 -2.66 3.42
N3 -0.56 -2.43 3.13
C4 -1.46 -3.43 3.28
C5 -2.72 -2.92 3.09
N4 -2.58 -1.60 2.86
C6 -3.66 -0.64 2.65
C7 -1.24 -1.29 2.87
S1 -0.62 0.22 2.55
C8 1.54 -2.91 0.81
S2 0.00 -2.78 0.03
H1 3.89 -3.34 -1.51
H2 2.30 -2.63 -1.80
H3 2.46 -4.39 -1.52
H4 4.76 -3.28 0.77
H5 3.66 -2.67 3.23
H6 1.03 -3.75 3.91
H7 1.41 -1.79 4.13
H8 -1.15 -4.44 3.50
H9 -3.68 -3.40 3.13
H10 -4.56 -1.04 3.11
H11 -3.81 -0.48 1.58
H12 -3.39 0.30 3.11
N5 1.09 2.18 -1.50
C9 1.32 3.09 -0.47
C10 1.03 4.43 -0.62
C11 1.12 5.35 0.44
C12 1.51 4.94 1.67
C13 1.84 3.58 1.88
C14 2.27 3.13 3.15
C15 2.58 1.82 3.36
C16 2.48 0.94 2.28
N6 2.12 1.35 1.07
C17 1.75 2.65 0.82
H13 1.89 1.66 -1.83
H14 0.61 2.60 -2.29
H15 0.73 4.77 -1.60
H16 0.88 6.39 0.25
H17 1.59 5.63 2.50
H18 2.33 3.85 3.96
H19 2.88 1.44 4.32
H20 2.68 -0.11 2.38
C18 -0.17 -3.69 -3.57
N7 -1.14 -2.62 -3.67
C19 -2.48 -2.76 -3.96
C20 -3.00 -1.52 -4.02
N8 -1.98 -0.61 -3.78
B2 -2.16 0.91 -4.00
N9 -2.02 1.82 -2.69
C21 -2.08 3.18 -2.91
C22 -2.19 3.80 -1.71
N10 -2.18 2.81 -0.76
C23 -2.33 3.05 0.67
C24 -2.07 1.61 -1.37
S3 -1.98 0.10 -0.51
C25 -0.86 -1.31 -3.56
S4 0.70 -0.65 -3.19
H21 -0.70 -4.64 -3.65
H22 0.33 -3.65 -2.61
H23 0.56 -3.61 -4.37
H24 -2.93 -3.73 -4.09
H25 -4.00 -1.19 -4.23
H26 -1.34 1.32 -4.78
H27 -3.29 1.07 -4.38
H28 -2.08 3.57 -3.91
H29 -2.29 4.84 -1.46
H30 -1.83 3.98 0.93
H31 -1.89 2.22 1.22
H32 -3.39 3.12 0.93
N11 3.07 -0.33 -0.30
C26 1.98 0.21 0.05
H33 3.92 0.10 0.09

Properties
2S+1: 6
Relative energy (zero: lowest compared OMol25 entry of this formula, charge and spin) (kJ/mol): 0.0
HOMO energy (spin up / spin down) (eV): -9.875 / -10.406
E_tot (eV): -122968.9408
Net charge: +1

[3]
ORCA calculation (ωB97M-V/def2-TZVPD) on 2 unconnected molecules or ions with the total composition C2H2BrF3O.

Atoms and positions in Å:
C1 -0.48 -0.59 -0.74
C2 0.96 0.56 0.59
O1 -1.32 -1.26 0.05
F1 2.12 0.41 -0.02
F2 0.64 1.83 0.60
F3 0.97 0.13 1.84
Br1 -1.48 0.81 -1.76
H1 0.24 -1.18 -1.33
H2 -1.64 -0.70 0.77

Properties
Relative energy (zero: lowest compared OMol25 entry of this formula, charge and spin) (kJ/mol): 215.3
HOMO energy (eV): -9.554
E_tot (eV): -82346.5449

[4]
ORCA calculation (ωB97M-V/def2-TZVPD) on a molecular structure, C38H23F5N8O2S2SeY.

Atoms and positions in Å:
Y1 0.24 -0.11 -0.25
N1 2.11 0.47 4.08
C1 1.20 0.40 5.17
C2 1.68 0.45 6.47
C3 0.79 0.36 7.53
C4 -0.56 0.19 7.30
C5 -1.03 0.13 5.99
C6 -0.15 0.24 4.93
S1 -0.78 0.23 3.28
N2 0.62 0.07 2.31
C7 1.80 0.16 2.80
C8 2.96 -0.16 1.91
C9 4.15 -0.61 2.45
C10 5.19 -0.96 1.60
C11 5.00 -0.83 0.24
C12 3.77 -0.39 -0.22
N3 2.76 -0.07 0.59
H1 3.08 0.60 4.32
H2 2.74 0.56 6.65
H3 1.17 0.40 8.55
H4 -1.25 0.11 8.13
H5 -2.09 -0.01 5.80
H6 4.26 -0.75 3.52
H7 6.12 -1.33 2.00
H8 5.78 -1.09 -0.46
H9 3.58 -0.29 -1.28
O1 1.73 -0.12 -2.21
S2 0.71 0.27 -3.21
O2 0.93 1.50 -3.91
N4 -0.58 0.24 -2.30
C13 -1.89 0.39 -2.73
C14 -2.31 0.67 -4.01
C15 -3.69 0.76 -4.31
C16 -4.64 0.59 -3.35
C17 -4.24 0.30 -2.02
C18 -5.16 0.10 -0.97
C19 -4.71 -0.20 0.28
C20 -3.32 -0.30 0.49
N5 -2.43 -0.10 -0.45
C21 -2.87 0.20 -1.71
C22 0.65 -1.03 -4.40
C23 0.70 -2.34 -3.96
C24 0.64 -3.36 -4.89
C25 0.54 -3.06 -6.24
C26 0.51 -1.74 -6.67
C27 0.57 -0.71 -5.75
H10 -1.58 0.83 -4.79
H11 -3.98 0.97 -5.33
H12 -5.69 0.66 -3.58
H13 -6.22 0.17 -1.18
H14 -5.39 -0.37 1.10
H15 -2.94 -0.56 1.48
H16 0.78 -2.56 -2.90
H17 0.67 -4.39 -4.56
H18 0.50 -3.87 -6.97
H19 0.45 -1.52 -7.73
H20 0.56 0.32 -6.06
Se1 -2.11 3.08 1.54
N6 -1.51 4.58 0.84
C28 -0.45 4.28 0.11
C29 0.37 5.18 -0.64
C30 1.39 4.63 -1.34
C31 1.63 3.22 -1.33
N7 0.91 2.37 -0.67
C32 -0.13 2.88 0.05
N8 -0.90 2.06 0.73
H21 0.17 6.24 -0.64
H22 2.05 5.26 -1.94
H23 2.44 2.81 -1.93
F1 1.72 -2.70 1.77
C33 0.82 -3.25 0.92
C34 0.12 -2.45 0.03
C35 -0.74 -3.16 -0.79
F2 -1.49 -2.51 -1.71
C36 -0.91 -4.54 -0.75
F3 -1.76 -5.15 -1.58
C37 -0.18 -5.28 0.16
F4 -0.32 -6.60 0.22
C38 0.70 -4.63 1.01
F5 1.41 -5.33 1.88

Properties
Relative energy (zero: lowest compared OMol25 entry of this formula, charge and spin) (kJ/mol): 22.3
HOMO energy (eV): -10.345
E_tot (eV): -157440.4859
Net charge: +1

Q: Number 4 is which compound?
A: C38H23F5N8O2S2SeY

Q: Number 3 is which compound?
A: C2H2BrF3O

What did the third record say?
ORCA calculation (ωB97M-V/def2-TZVPD) on 2 unconnected molecules or ions with the total composition C2H2BrF3O.

Atoms and positions in Å:
C1 -0.48 -0.59 -0.74
C2 0.96 0.56 0.59
O1 -1.32 -1.26 0.05
F1 2.12 0.41 -0.02
F2 0.64 1.83 0.60
F3 0.97 0.13 1.84
Br1 -1.48 0.81 -1.76
H1 0.24 -1.18 -1.33
H2 -1.64 -0.70 0.77

Properties
Relative energy (zero: lowest compared OMol25 entry of this formula, charge and spin) (kJ/mol): 215.3
HOMO energy (eV): -9.554
E_tot (eV): -82346.5449

Q: Among the records above, which one has the highest E_tot?
A: C4H10N3O